[1]
An isolated ion of composition C4H3ClNS and charge +1 at a distorted geometry, computed with ωB97M-V/def2-TZVPD.

## Properties
Max |F|, eV Å⁻¹: 6.23
Spin multiplicity: 1
HOMO-LUMO gap (alpha / beta), hartree: 0.22100 / 0.22116
Charge: +1
Calculated total energy, eV: -29030.4074
ΔE to the lowest compared entry with this formula, charge and spin, eV: 3.427

CARTESIAN COORDINATES (ANGSTROEM)
C  0.42384  -0.17450  1.28637
C  0.54853  -1.41412  0.51471
C  -0.83941  1.48604  -0.16156
C  -0.99804  2.45935  -0.84062
N  -0.31643  0.69098  0.64634
S  1.60946  -2.08898  -0.36952
Cl  0.33540  -2.20553  -1.92361
H  0.85148  -0.05995  2.28279
H  -0.43943  -1.72730  0.23050
H  -1.17541  3.03401  -1.66540

---

[2]
C30H27N2O8S2W as an isolated structure, computed with ωB97M-V/def2-TZVPD.

## Properties
Max |F|, eV Å⁻¹: 0.76
Spin multiplicity: 3
HOMO-LUMO gap (alpha / beta), hartree: 0.28384 / 0.31724
Expectation value of S²: 2.0079
Charge: +1
Calculated total energy, eV: -74402.9075
ΔE to the lowest compared entry with this formula, charge and spin, eV: 0.751

CARTESIAN COORDINATES (ANGSTROEM)
W  0.19316  1.45631  0.04353
O  0.42617  4.85798  2.00537
C  0.30905  3.66640  1.99368
O  -0.50758  3.00624  1.17362
C  1.06173  2.75442  2.97575
C  0.25582  1.48803  3.23853
C  0.81960  0.65915  4.38299
C  2.08157  0.03146  3.74963
C  2.08422  0.65229  2.36616
O  0.62431  0.68340  2.05242
C  2.39845  2.15982  2.41520
C  2.78718  2.62641  1.01775
O  3.89232  2.95971  0.70840
O  1.77822  2.58228  0.13919
H  1.25159  3.32816  3.88042
H  -0.81665  1.62935  3.23878
H  0.11014  -0.10619  4.69296
H  1.03632  1.28765  5.24480
H  1.99035  -1.05046  3.67187
H  2.99963  0.25987  4.28649
H  2.59299  0.09497  1.58717
H  3.23626  2.36459  3.07740
C  2.41416  2.22445  -2.74070
C  0.94048  2.26304  -2.94902
N  0.00276  2.07816  -2.03714
C  -1.27093  2.20397  -2.56410
C  -1.30718  2.46807  -3.89118
S  0.28491  2.59469  -4.49430
C  -2.36904  2.03164  -1.62622
C  -3.69748  2.23664  -1.80209
S  -4.53342  1.90035  -0.35267
C  -3.07363  1.49203  0.42813
N  -2.02379  1.59866  -0.35801
C  -3.02181  1.09786  1.85966
H  2.67098  1.58068  -1.90655
H  2.77820  3.22717  -2.51104
H  2.90547  1.87356  -3.64715
H  -2.17117  2.59741  -4.52042
H  -4.20391  2.58374  -2.68647
H  -3.90715  0.53142  2.14422
H  -2.96571  1.99462  2.47915
H  -2.13953  0.48725  2.04328
O  -0.65301  -0.47535  -0.70998
C  0.14985  -1.68808  -0.78177
C  1.57611  -1.16632  -0.52773
O  2.51549  -1.90219  -0.39871
O  1.64032  0.14278  -0.49217
C  0.00591  -2.22901  -2.19289
C  -1.00941  -3.13284  -2.48772
C  -1.22998  -3.52885  -3.79981
C  -0.43605  -3.02838  -4.81971
C  0.58329  -2.13194  -4.52787
C  0.80175  -1.72908  -3.22034
C  -0.24928  -2.66516  0.30652
C  -1.23515  -2.36687  1.23586
C  -1.56442  -3.28066  2.22981
C  -0.90419  -4.49462  2.30086
C  0.08421  -4.79603  1.37134
C  0.41075  -3.89029  0.37703
H  -1.52868  -0.62294  -1.08676
H  -1.61575  -3.54754  -1.69165
H  -2.01524  -4.23943  -4.02005
H  -0.60278  -3.34449  -5.84067
H  1.21854  -1.75693  -5.31934
H  1.61104  -1.04212  -3.00111
H  -1.75954  -1.42230  1.19112
H  -2.34079  -3.04032  2.94466
H  -1.15816  -5.20888  3.07236
H  0.60376  -5.74341  1.41981
H  1.18437  -4.12600  -0.34061

---

[3]
C24H20BCoF2N2O2SSb as an isolated structure, computed with ωB97M-V/def2-TZVPD.

## Properties
Max |F|, eV Å⁻¹: 0.29
Spin multiplicity: 4
HOMO-LUMO gap (alpha / beta), hartree: 0.28153 / 0.31260
Expectation value of S²: 3.7613
Calculated total energy, eV: -93398.0148
ΔE to the lowest compared entry with this formula, charge and spin, eV: 0.134

CARTESIAN COORDINATES (ANGSTROEM)
Co  -1.43904  1.40125  0.24058
O  -1.94364  1.27805  2.17342
N  -1.94290  2.39350  2.79673
N  -1.72546  3.40269  2.05448
O  -1.52192  3.31807  0.75877
C  -1.69815  4.71056  2.65487
C  -1.44165  5.79194  1.83222
C  -1.40274  7.06388  2.38764
C  -1.61809  7.24656  3.74417
C  -1.87880  6.14629  4.55237
C  -1.92158  4.87135  4.01567
H  -1.28006  5.62701  0.77805
H  -1.20456  7.91450  1.74901
H  -1.58049  8.23914  4.17275
H  -2.05433  6.27937  5.61166
H  -2.12767  4.01144  4.63462
S  0.92564  0.88748  0.08864
Sb  0.85577  -1.19346  -0.83491
C  1.74133  -2.57248  0.48791
C  2.71409  -2.13238  1.37878
C  3.31791  -3.03662  2.24066
C  2.94409  -4.37315  2.21737
C  1.96691  -4.81030  1.33406
C  1.36108  -3.91059  0.46732
C  -1.04471  -2.01899  -1.14239
C  -1.61703  -2.23890  -2.39031
C  -2.89873  -2.76599  -2.46898
C  -3.60218  -3.06069  -1.31137
C  -3.03447  -2.82693  -0.06671
C  -1.75408  -2.30366  0.02322
C  2.11130  -1.20838  -2.52425
C  3.33221  -0.56105  -2.35334
C  4.25116  -0.53959  -3.39144
C  3.95118  -1.15512  -4.59875
C  2.73419  -1.79665  -4.77006
C  1.81112  -1.82797  -3.73268
H  2.98497  -1.08310  1.41647
H  4.07312  -2.69562  2.93651
H  3.41061  -5.07513  2.89611
H  1.67204  -5.85142  1.32194
H  0.59421  -4.25771  -0.21585
H  -1.10052  -1.96634  -3.29848
H  -3.35452  -2.92410  -3.43720
H  -4.60533  -3.46024  -1.37841
H  -3.59474  -3.03080  0.83581
H  -1.32175  -2.10998  0.99884
H  3.56105  -0.05487  -1.42241
H  5.19945  -0.03568  -3.25891
H  4.66789  -1.13190  -5.40907
H  2.50009  -2.27562  -5.71159
H  0.87477  -2.34593  -3.87841
F  -2.22690  0.81421  -2.61473
B  -2.67146  0.82229  -1.33445
F  -3.94870  0.41174  -1.25594

---

[4]
One molecule with the formula C21H28N2O2, computed with ωB97M-V/def2-TZVPD.

## Properties
SMILES string: Cc1ccc(OC[C@@H](O)CN2CCN(c3ccc(C)cc3)CC2)cc1
Max |F|, eV Å⁻¹: 0.68
Spin multiplicity: 1
HOMO-LUMO gap, hartree: 0.31295
Calculated total energy, eV: -29306.4199
ΔE to the lowest compared entry with this formula, charge and spin, eV: 2.492

CARTESIAN COORDINATES (ANGSTROEM)
C  -6.93259  -3.29246  0.34360
C  -5.99183  -2.13519  0.19142
C  -5.23671  -1.67057  1.25527
C  -4.37608  -0.59238  1.11850
C  -4.26023  0.04833  -0.10759
O  -3.45149  1.11847  -0.36387
C  -2.71077  1.67495  0.69759
C  -1.97626  2.92006  0.17138
O  -1.26600  3.53181  1.21473
C  -1.02479  2.55022  -0.98248
N  0.13395  1.85377  -0.43428
C  0.26595  0.47795  -0.87729
C  1.35994  -0.20146  -0.05745
N  2.61424  0.49502  -0.24907
C  3.81088  -0.19280  -0.05748
C  4.01715  -1.41377  -0.70831
C  5.21156  -2.09040  -0.58889
C  6.25838  -1.58070  0.17226
C  7.55371  -2.32705  0.28374
C  6.05922  -0.36786  0.81202
C  4.86067  0.31510  0.70790
C  2.50274  1.87474  0.16200
C  1.39183  2.54767  -0.64648
C  -5.01269  -0.41632  -1.18732
C  -5.86271  -1.48939  -1.03525
H  -7.96287  -2.96093  0.21552
H  -6.83667  -3.74523  1.32713
H  -6.73166  -4.05089  -0.41158
H  -5.31574  -2.15482  2.21832
H  -3.80678  -0.26411  1.97391
H  -3.37075  1.97638  1.52147
H  -1.97207  0.95673  1.08060
H  -2.71921  3.64404  -0.17681
H  -0.47158  2.99195  1.34463
H  -1.56678  1.93073  -1.70066
H  -0.71454  3.46908  -1.48822
H  -0.68244  -0.04102  -0.72772
H  0.53142  0.42287  -1.94734
H  1.45791  -1.24259  -0.36001
H  1.06888  -0.17602  1.00715
H  3.23814  -1.82735  -1.33118
H  5.34165  -3.03093  -1.10598
H  7.38707  -3.32156  0.69658
H  8.00953  -2.44763  -0.69876
H  8.25266  -1.79758  0.92645
H  6.85131  0.05417  1.41506
H  4.74837  1.24508  1.24342
H  3.44154  2.38995  -0.04508
H  2.27203  1.96365  1.23732
H  1.28721  3.58452  -0.31965
H  1.67936  2.54060  -1.71261
H  -4.91348  0.08756  -2.13604
H  -6.44059  -1.83442  -1.88057

---

[5]
A 2-piece molecular cluster, C7H16OS overall, computed with ωB97M-V/def2-TZVPD.

## Properties
SMILES string: C1CCSCC1.COC
Max |F|, eV Å⁻¹: 0.98
Spin multiplicity: 1
HOMO-LUMO gap, hartree: 0.33695
Calculated total energy, eV: -20400.3914
ΔE to the lowest compared entry with this formula, charge and spin, eV: 0.989

CARTESIAN COORDINATES (ANGSTROEM)
C  -1.89578  0.37154  -1.31165
C  -0.65956  0.92616  -2.02214
C  0.62238  0.65958  -1.23965
S  0.62023  1.45313  0.38970
C  -0.91572  0.71130  1.00208
C  -2.10139  0.97465  0.07927
H  -1.78643  -0.72547  -1.21130
H  -2.79242  0.56511  -1.93133
H  -0.77128  2.01803  -2.16633
H  -0.57033  0.46188  -3.02310
H  1.50727  1.06284  -1.76861
H  0.77592  -0.42881  -1.10817
H  -1.08178  1.14991  2.00482
H  -0.76124  -0.37712  1.13219
H  -3.01282  0.54402  0.53673
H  -2.25259  2.06785  -0.00737
C  0.98100  -1.26344  2.11571
O  1.01725  -1.57852  0.73800
C  2.29758  -1.31108  0.20145
H  -0.03368  -1.48867  2.48488
H  1.19124  -0.19545  2.29402
H  1.70575  -1.86524  2.68944
H  2.56409  -0.24512  0.29795
H  3.07861  -1.91492  0.69337
H  2.27369  -1.57216  -0.86994

---

[6]
One molecule with the formula C5H9F at a distorted geometry, computed with ωB97M-V/def2-TZVPD.

## Properties
SMILES string: FCCC1CC1
Max |F|, eV Å⁻¹: 3.68
Spin multiplicity: 1
HOMO-LUMO gap, hartree: 0.41462
Calculated total energy, eV: -8044.7045
ΔE to the lowest compared entry with this formula, charge and spin, eV: 3.338

CARTESIAN COORDINATES (ANGSTROEM)
F  -2.52767  -0.13835  -0.76023
C  -1.78095  0.33534  0.33383
C  -0.63427  -0.70484  0.37668
C  0.30753  -0.33733  -0.65574
C  0.98758  0.89278  -0.23714
C  1.79176  -0.42866  -0.17348
H  -1.68027  1.54266  0.15642
H  -2.38514  0.21811  1.28792
H  -0.05353  -0.83925  1.40462
H  -0.82825  -1.83007  0.08013
H  0.12851  -0.75625  -1.68477
H  0.41696  1.54397  0.67174
H  1.39168  1.72813  -0.77210
H  2.17197  -0.79138  0.93752
H  2.69408  -0.43489  -0.96542

---

[7]
One molecule with the formula C26H25N3O4, computed with ωB97M-V/def2-TZVPD.

## Properties
SMILES string: CNC(=O)c1cccc2cc(Oc3ccnc4cc(OCC5(N)CC5)c(OC)cc34)ccc12
Max |F|, eV Å⁻¹: 0.77
Spin multiplicity: 1
HOMO-LUMO gap, hartree: 0.30349
Calculated total energy, eV: -40027.3425
ΔE to the lowest compared entry with this formula, charge and spin, eV: 2.634

CARTESIAN COORDINATES (ANGSTROEM)
C  9.32507  0.56028  1.47520
N  8.21894  -0.02957  0.76360
C  7.18644  0.70579  0.28373
O  7.11785  1.91059  0.42735
C  6.16543  -0.11142  -0.44293
C  6.57885  -1.01567  -1.39385
C  5.65147  -1.77655  -2.11705
C  4.31327  -1.63937  -1.87744
C  3.84613  -0.72341  -0.91210
C  2.46817  -0.57385  -0.66188
C  2.02498  0.31933  0.28051
O  0.70287  0.56432  0.53473
C  -0.22900  -0.43072  0.43877
C  0.02297  -1.75376  0.73345
C  -1.03510  -2.66612  0.65364
N  -2.25789  -2.35401  0.31850
C  -2.53216  -1.06584  0.04137
C  -3.85228  -0.71958  -0.31473
C  -4.18722  0.57249  -0.61180
O  -5.41156  1.01170  -0.99110
C  -6.49560  0.11443  -1.01352
C  -6.94109  -0.34796  0.37648
N  -6.47144  0.53381  1.40445
C  -7.03250  -1.81074  0.68419
C  -8.29340  -1.01532  0.46980
C  -3.18717  1.59914  -0.56082
O  -3.63401  2.84353  -0.87334
C  -2.71571  3.90739  -0.82910
C  -1.90140  1.28204  -0.21766
C  -1.54590  -0.04783  0.08763
C  2.95025  1.11343  0.98950
C  4.28886  0.98713  0.76218
C  4.78069  0.06603  -0.18847
H  10.26750  0.35855  0.96201
H  9.38295  0.17443  2.49503
H  9.15304  1.63523  1.50467
H  8.20922  -1.03025  0.64986
H  7.63162  -1.12631  -1.61331
H  6.00589  -2.47156  -2.86386
H  3.59219  -2.22661  -2.42751
H  1.76581  -1.16599  -1.23114
H  1.00766  -2.08212  1.02921
H  -0.85979  -3.71028  0.88004
H  -4.57661  -1.51387  -0.32292
H  -6.27587  -0.75206  -1.65060
H  -7.29951  0.69321  -1.48231
H  -6.68520  1.49908  1.17923
H  -6.87728  0.29920  2.30144
H  -6.79537  -2.13275  1.68666
H  -6.75053  -2.52417  -0.07547
H  -8.91388  -0.80602  1.32907
H  -8.85143  -1.18152  -0.43927
H  -1.89881  3.76449  -1.54416
H  -2.29815  4.03613  0.17481
H  -3.28142  4.79686  -1.10187
H  -1.12713  2.03020  -0.16778
H  2.56762  1.81903  1.71048
H  4.98869  1.60734  1.29841

---

[8]
C6H9NO4 as an isolated structure at a distorted geometry, computed with ωB97M-V/def2-TZVPD.

## Properties
Max |F|, eV Å⁻¹: 6.53
Spin multiplicity: 1
HOMO-LUMO gap, hartree: 0.37936
Calculated total energy, eV: -16042.5147
ΔE to the lowest compared entry with this formula, charge and spin, eV: 6.375

CARTESIAN COORDINATES (ANGSTROEM)
C  -0.42254  0.62161  -0.09617
C  -0.21528  -2.14702  -0.46888
C  -1.70528  -1.79101  -0.72420
C  -0.58785  -0.91970  -1.19648
C  0.53385  2.07595  2.15273
C  1.43740  1.36208  1.15490
N  -0.00993  -0.70892  -2.50154
O  -1.26125  1.43577  -0.02887
O  0.31839  0.42763  -2.76468
O  0.16683  -1.58068  -3.31183
O  0.75753  0.41596  0.31232
H  0.16748  -1.99635  0.55672
H  0.10424  -2.94751  -1.04585
H  -2.20040  -2.36796  -1.49265
H  -2.31598  -1.33116  0.03764
H  -0.50508  2.12622  1.86876
H  0.62771  1.57464  3.09914
H  0.94208  3.01694  2.29753
H  2.19721  0.73467  1.65720
H  1.97086  1.99883  0.49419

---

Question: Which of these has the highest ΔE to the lowest compared entry with this formula, charge and spin?
Answer: C6H9NO4